Run w
Molecular formula: C9H14O
Method: DFT, ωB97M-V/def2-TZVPD

Output
Frontier orbital gap (spin up / spin down), eV: 3.2703 / 7.3731
Charge: -1
HOMO energy (spin up / spin down), eV: 0.6197 / -3.5386
2S+1: 2

Last column: Mulliken charge in e.
Cartesian coordinates (Å):
C  -0.2867  -2.5208  -1.6632  -1.59
C  -1.3906  -1.0866  0.1873  -0.84
C  -0.2139  -1.5436  -0.5073  1.10
C  -1.2793  -0.2027  1.2944  -0.37
C  -0.0012  0.2345  1.6193  -0.10
C  1.0613  -1.2145  -0.0448  -0.51
C  1.1387  -0.2335  0.9625  -0.66
O  0.1271  0.9274  2.8221  -0.38
H  -2.3297  -1.1709  -0.3620  0.11
H  -2.0527  -0.1216  2.0445  0.38
H  0.5798  -2.4829  -2.3086  0.38
H  -0.6157  -3.5142  -1.3530  0.33
H  1.8735  -1.7413  -0.5270  0.30
H  0.5457  0.3825  3.5003  0.28
H  2.0719  0.1386  1.3829  0.29
H  -1.1555  -2.2170  -2.2870  0.31
C  0.8340  2.2091  -2.4368  -0.95
C  -0.1936  2.5488  -1.3605  -0.43
H  1.7517  1.8470  -1.9539  0.26
H  0.4308  1.5946  -3.2260  0.25
H  1.3053  3.1060  -2.8759  0.35
H  -1.0461  2.9961  -1.8786  0.30
H  -0.4300  1.5881  -0.8887  -0.10
H  0.0990  3.1677  -0.5193  0.28

=====

Run x
Molecular formula: C9H14O
Method: DFT, ωB97M-V/def2-TZVPD

Output
Frontier orbital gap (spin up / spin down), eV: 3.1573 / 7.1311
Charge: -1
HOMO energy (spin up / spin down), eV: 0.8040 / -3.3148
2S+1: 2

Last column: Mulliken charge in e.
Cartesian coordinates (Å):
C  2.2221  -0.2469  1.0095  -0.82
C  1.5724  -1.5102  1.6333  -0.46
H  3.2655  -0.4695  0.6864  0.33
H  1.8379  -0.0833  -0.0815  0.13
H  2.2044  0.5922  1.6351  0.32
H  0.6378  -1.5366  1.0985  -0.34
H  1.2163  -1.3332  2.5941  0.33
H  2.0591  -2.4648  1.5264  0.36
C  -0.3903  -1.9611  -0.9708  -1.20
C  -1.2706  -0.0147  0.4255  -0.62
C  -0.8308  -0.5082  -0.7708  1.17
C  -1.4446  1.3596  0.6008  -0.60
C  -1.3675  2.2700  -0.5547  0.34
C  -0.4416  0.3593  -1.7898  -0.94
C  -0.7531  1.7272  -1.6971  -0.22
O  -1.6721  3.6056  -0.4260  -0.59
H  -1.6501  -0.7560  1.2845  0.11
H  -1.6074  1.7341  1.6199  0.21
H  -1.2801  -2.5773  -0.9157  0.36
H  0.1542  -2.3376  -0.0761  0.34
H  -0.0414  0.0169  -2.7072  0.21
H  -2.1957  3.6732  0.4324  0.29
H  -0.4326  2.4944  -2.6064  0.09
H  0.2083  -2.0332  -1.9502  0.18

=====

It is run w that is the most stable of them.

=====

Run w
Molecular formula: C9H14O
Method: DFT, ωB97M-V/def2-TZVPD

Output
Frontier orbital gap (spin up / spin down), eV: 3.1364 / 7.0981
Charge: -1
HOMO energy (spin up / spin down), eV: 0.6772 / -3.3485
2S+1: 2

Last column: Mulliken charge in e.
Cartesian coordinates (Å):
C  -2.1213  -2.1194  0.2247  -0.48
C  -1.5434  -3.4648  0.6812  -0.93
H  -2.9619  -2.3257  -0.4308  0.33
H  -2.5523  -1.5731  1.0605  0.27
H  -1.4199  -1.4891  -0.3143  -0.06
H  -1.9105  -4.3001  0.0792  0.28
H  -1.8161  -3.6723  1.7085  0.25
H  -0.4642  -3.5057  0.6711  0.32
C  -1.0741  1.4099  -2.4304  -1.54
C  1.0886  0.5744  -1.4079  -0.76
C  -0.2051  1.1182  -1.2394  0.59
C  1.7935  0.1454  -0.2225  -0.58
C  -0.6421  1.4646  0.0209  -0.34
C  1.3452  0.5270  1.0219  0.91
C  0.1771  1.2856  1.2001  -0.91
O  2.1294  0.1532  2.1227  -0.58
H  1.4981  0.3470  -2.3856  0.25
H  2.6919  -0.4554  -0.2841  0.35
H  -0.8995  0.7030  -3.2491  0.31
H  -0.9151  2.4201  -2.8298  0.34
H  -1.6105  1.9626  0.1032  0.24
H  -0.2373  1.5000  2.1781  0.17
H  1.5838  0.2884  2.9199  0.26
H  -2.1368  1.3285  -2.2079  0.34

=====

Run x
Molecular formula: C9H14O
Method: DFT, ωB97M-V/def2-TZVPD

Output
Frontier orbital gap (spin up / spin down), eV: 3.0789 / 7.1471
Charge: -1
HOMO energy (spin up / spin down), eV: 0.7627 / -3.3992
2S+1: 2

Last column: Mulliken charge in e.
Cartesian coordinates (Å):
C  0.6654  -0.4974  -3.4549  -0.87
C  1.0088  -1.2368  -2.1569  -0.68
H  0.5744  -1.1629  -4.3074  0.32
H  -0.2922  0.0037  -3.2979  0.26
H  1.4011  0.2832  -3.6582  0.24
H  1.2621  -0.5501  -1.3466  0.15
H  1.8819  -1.8795  -2.2877  0.42
H  0.1101  -1.7060  -1.7566  0.16
C  1.6721  0.6849  2.9750  -1.28
C  -1.3044  0.1751  -0.1322  0.04
C  -1.1234  -0.8485  0.7750  -0.24
C  -0.4726  1.3162  -0.0727  -0.78
C  -0.1674  -0.7325  1.8437  -1.07
C  0.5601  1.3288  0.8542  -0.46
C  0.6943  0.3839  1.8731  1.24
O  -2.1596  0.0253  -1.2166  -0.55
H  -1.8457  -1.6613  0.7477  0.33
H  -2.3231  -0.9167  -1.3141  0.35
H  -0.7596  2.1613  -0.6938  0.32
H  0.0790  -1.6109  2.4255  0.13
H  1.3192  2.1098  0.8595  0.08
H  1.1571  0.9345  3.9150  0.29
H  2.2029  1.5906  2.6657  0.31
H  2.4414  -0.0436  3.2380  0.28

=====

It is run w that is the most stable of them.

=====

Run w
Molecular formula: C5H8N2O2
Method: DFT, ωB97M-V/def2-TZVPD

Output
Frontier orbital gap, eV: 9.6930
Charge: 0
HOMO energy, eV: -9.0444
Structure (SMILES): N[C@]12C[C@H](C1)N(O)C2=O

Last column: Mulliken charge in e.
Cartesian coordinates (Å):
N  -0.0086  1.7840  1.4980  -0.66
C  -0.0564  0.7540  0.4308  0.25
C  1.1881  0.2593  -0.3911  -0.68
C  0.0952  -0.3541  -1.3011  -0.21
C  -0.7871  0.8781  -0.9954  -0.68
N  -0.4248  -1.3634  -0.2883  -0.11
O  0.3818  -2.4720  -0.2861  -0.49
C  -0.3890  -0.6726  0.9088  0.46
O  -0.3771  -1.1277  2.0487  -0.64
H  -0.9523  2.4365  1.3319  0.30
H  0.0421  1.1052  2.4819  0.36
H  1.7534  -0.6249  0.1138  0.28
H  1.7620  1.0535  -0.8299  0.35
H  0.4769  -0.9367  -2.1688  0.46
H  -1.8990  0.7733  -1.1914  0.30
H  -0.4625  1.7069  -1.6795  0.30
H  -0.3429  -3.1993  0.3177  0.40

=====

Run x
Molecular formula: C5H8N2O2
Method: DFT, ωB97M-V/def2-TZVPD

Output
Frontier orbital gap (spin up / spin down), eV: 7.9632 / 7.9617
Charge: 0
HOMO energy (spin up / spin down), eV: -7.9621 / -7.9618
Structure (SMILES): [H]/N=C(\C)C(=O)/C(O)=C\N

Last column: Mulliken charge in e.
Cartesian coordinates (Å):
H  2.6498  0.0395  -0.5966  0.24
N  1.7307  0.4969  -0.6471  -0.73
C  0.9929  0.1592  0.3566  0.88
C  1.4861  -0.6411  1.5241  -1.32
C  -0.3442  1.0510  0.6465  0.44
O  -0.3516  1.8755  1.5376  -0.62
C  -1.4258  0.6300  -0.2095  0.28
O  -2.6773  1.2111  -0.0581  -0.49
C  -1.2266  -0.5050  -0.9574  -0.58
N  -0.4385  -0.6978  -2.0526  -0.35
H  2.5206  -0.3770  1.7603  0.36
H  1.4461  -1.7137  1.3142  0.29
H  0.9350  -0.4873  2.4552  0.36
H  -2.7712  1.4471  0.8847  0.35
H  -2.0300  -1.2450  -0.9467  0.36
H  0.2736  0.0237  -2.1886  0.28
H  -0.7695  -1.2672  -2.8226  0.25

=====

It is run x that is the most stable of them.

=====

Run w
Molecular formula: C5H8N2O2
Method: DFT, ωB97M-V/def2-TZVPD

Output
Frontier orbital gap, eV: 7.8370
Charge: 0
HOMO energy, eV: -7.1746
Structure (SMILES): COc1ccc(N)n1O

Last column: Mulliken charge in e.
Cartesian coordinates (Å):
C  -1.7771  -0.3661  2.0487  -0.77
O  -1.0259  -1.2757  1.3046  -0.42
C  -0.0640  -0.5705  0.7042  0.30
C  1.2645  -0.2928  1.1192  -0.36
C  1.9489  0.4109  -0.0167  -0.68
C  1.0022  0.6038  -0.9734  0.25
N  0.9587  1.2060  -2.2150  -0.49
N  -0.1393  -0.0646  -0.5844  0.27
O  -1.3519  0.1335  -1.2677  -0.44
H  -1.2173  -0.1056  2.9322  0.30
H  -2.0754  0.4554  1.4268  0.34
H  -2.6490  -0.9199  2.3688  0.25
H  1.6247  -0.5256  2.1296  0.39
H  3.0622  0.7531  0.1128  0.24
H  1.7326  1.8543  -2.5749  0.24
H  0.0914  1.5826  -2.5577  0.23
H  -1.5298  -0.6579  -1.8286  0.36

=====

Run x
Molecular formula: C5H8N2O2
Method: DFT, ωB97M-V/def2-TZVPD

Output
Frontier orbital gap, eV: 10.4294
Charge: 0
HOMO energy, eV: -9.5660

Last column: Mulliken charge in e.
Cartesian coordinates (Å):
C  -2.3485  0.8490  0.4384  -0.71
C  -0.6860  -0.7987  -0.5212  0.40
C  1.3857  -0.8909  0.6869  -0.52
C  2.3760  -0.0738  0.0826  -0.33
C  1.2170  0.7338  -0.5685  0.14
H  -3.3875  1.3183  0.1538  0.33
H  -1.8435  1.9588  -0.2113  0.16
H  -2.1274  0.9082  1.4196  0.30
H  -2.4509  -0.6407  -0.9169  0.18
H  1.3373  -0.9259  1.7738  0.29
H  1.3731  -2.0909  0.0421  0.26
H  3.0182  0.5189  0.9610  0.21
H  3.3200  -0.4887  -0.6478  0.26
N  -2.0470  -0.3913  -0.2568  -0.16
N  0.2209  -0.0804  0.1873  0.06
O  -0.4182  -1.5173  -1.3892  -0.50
O  1.0607  1.6117  -1.2338  -0.37

=====

It is run w that is the most stable of them.